# 1
Formula: C29H38FN4RuS2SeSi
Source: the Open Molecules 2025 dataset
Level of theory: wB97M-V/def2-TZVPD

Geometry as XYZ:
```
77
Properties=species:S:1:pos:R:3:forces:R:3:mulliken_spin:R:1
N -0.7620 1.1540 -0.2270 0.604 -0.288 0.255 0.405
C 1.7629 1.6825 -4.4344 0.262 -0.081 -0.054 0.007
H -0.6545 -0.5794 3.3552 0.063 -0.024 0.047 0.005
H 2.6416 2.7534 4.5314 -0.025 0.048 0.086 -0.002
H -2.6460 0.7814 -3.1426 -0.089 0.076 -0.016 -0.003
C 2.9175 1.7953 4.9617 0.067 -0.280 -0.350 0.008
N 1.8594 1.2408 -2.0981 0.325 -0.410 0.336 0.034
H -3.3107 1.7654 -0.5950 -0.110 0.002 0.009 0.008
H -1.1796 1.5407 2.1028 -0.199 -0.165 0.034 0.002
H 0.2337 -2.2407 -2.1157 -0.005 -0.121 -0.064 0.000
C -1.4920 0.0669 3.6182 0.095 0.112 -0.202 -0.003
C 3.1423 0.8124 -2.2346 -0.628 0.232 -1.152 0.006
H -0.2289 5.6260 -0.7370 0.123 0.048 0.016 -0.001
F 0.9172 3.3359 -0.3635 -0.801 0.323 -0.139 0.015
C -0.4783 -1.9173 -2.8744 0.024 0.242 0.214 0.013
H 3.7882 -3.4003 1.7345 -0.065 0.072 0.106 0.002
H -1.1678 0.7633 4.3879 0.050 0.039 0.109 -0.002
H -3.0186 2.3113 3.5798 -0.022 0.098 0.082 0.000
H 4.8974 0.3061 -1.0061 0.058 0.071 0.065 -0.007
S 3.9938 0.9037 3.8043 0.126 0.097 0.125 0.001
C 3.8430 0.5499 -1.0205 0.292 0.011 1.507 0.054
C -1.9770 0.8426 2.3903 -0.019 0.110 0.158 -0.028
H 1.0856 -4.6661 -1.3737 0.125 0.098 -0.055 0.001
C -3.3222 -2.0918 0.4094 -0.036 -0.093 0.058 0.000
H 1.0443 -3.5696 3.4763 0.132 0.134 0.010 0.001
Si 1.4221 -3.8894 0.9999 -0.059 0.188 -0.191 0.148
H 3.5180 1.9441 5.8541 0.029 -0.004 0.051 0.001
Ru 1.1746 0.7730 -0.0372 0.401 1.083 0.286 1.985
H 0.4987 -5.8591 -0.2328 0.007 -0.271 0.130 0.002
Se 1.1299 -1.5234 0.4399 0.026 -1.114 0.234 0.824
N 3.1876 0.7124 0.0975 -0.244 -0.261 -1.398 0.003
H -3.9804 -2.9314 0.5769 -0.063 -0.070 -0.014 0.001
C 3.1200 0.9962 2.3147 -0.490 0.328 -0.463 0.008
H 4.7469 0.3507 -3.5822 0.152 -0.034 -0.011 0.000
C 1.2118 1.6923 -3.1681 -0.208 0.155 -0.120 0.031
H -0.4367 0.1244 -2.2840 -0.318 -0.279 -0.032 -0.015
C 3.7420 0.7296 -3.4998 -0.103 0.002 0.657 0.003
C 3.0420 1.1568 -4.6059 -0.396 0.157 0.031 0.009
H 2.0372 1.2025 5.1918 -0.052 0.059 0.051 -0.002
H 0.6238 -5.1935 2.9704 0.041 -0.258 -0.014 0.001
C -3.0860 -1.1914 1.4286 0.045 0.090 -0.090 -0.001
H 3.4812 1.1083 -5.5900 0.071 -0.009 -0.073 0.000
H 3.6570 -5.0396 1.1149 -0.024 -0.250 0.047 0.004
N 3.8024 0.6503 1.2559 1.841 -0.469 1.093 -0.016
C -1.2708 2.3869 -0.4339 -0.399 0.886 -0.270 -0.098
H -3.5176 2.2855 1.8862 -0.089 0.050 0.015 -0.001
C -1.8619 -0.8510 -1.0495 0.234 0.432 0.046 0.179
H -3.0444 -0.8985 -3.5060 -0.056 -0.031 -0.054 0.000
H 1.2081 2.0786 -5.2700 -0.078 0.005 -0.030 0.001
H 0.2171 2.0973 -3.0046 0.048 -0.134 0.034 -0.007
C -2.7082 -1.9235 -0.8183 -0.014 -0.013 -0.001 0.003
H 0.0726 -1.7029 -3.7856 0.064 -0.004 -0.210 0.001
H -2.9036 -2.6364 -1.6064 0.029 -0.040 -0.107 0.005
H -3.5555 -1.3323 2.3888 -0.077 -0.046 0.135 0.002
C -1.2008 -0.6565 -2.3969 0.060 -0.040 -0.066 -0.023
H -2.6704 5.9784 -1.0018 -0.036 0.094 0.002 0.007
H -0.4643 -4.4317 -0.5756 -0.135 0.108 0.076 -0.003
C -2.2532 -0.0963 1.2407 0.314 0.214 -0.241 0.083
C -3.1394 3.8930 -0.8029 -0.189 -0.042 -0.063 -0.067
H -2.2877 -0.5458 4.0333 -0.093 -0.088 0.070 0.002
C -2.6523 2.6208 -0.6143 0.200 -0.088 0.052 0.155
H -1.1723 -2.7266 -3.0793 -0.098 -0.145 -0.048 0.001
C 0.5502 -4.7952 -0.4366 0.456 0.471 0.632 0.018
H 3.7145 -3.6824 0.0011 -0.081 0.017 -0.109 0.002
C -2.2831 4.9843 -0.8469 0.100 -0.042 0.014 0.148
S 1.4893 1.5589 2.2569 -0.251 -0.210 -0.534 0.124
H -4.2025 4.0366 -0.9207 -0.082 0.027 -0.033 -0.001
C -0.9153 4.7953 -0.7005 0.132 -0.050 -0.008 -0.075
C -1.6476 0.0757 -0.0136 -1.075 -0.961 0.095 -0.164
C -3.2217 1.6641 2.7296 0.179 0.057 -0.043 0.005
H -1.7590 -0.0855 -4.4062 -0.021 0.035 -0.108 0.000
C 0.5698 -4.1465 2.6876 0.460 0.198 -0.773 0.014
C 3.3299 -4.0157 0.9632 -0.875 0.149 0.071 0.021
C -2.2272 -0.1829 -3.4275 0.179 0.030 0.086 0.005
C -0.4359 3.5244 -0.5061 0.400 -0.212 0.112 0.158
H -0.4803 -3.8666 2.6502 -0.094 0.060 -0.141 0.000
H -4.0550 1.0159 2.9888 -0.117 -0.082 0.035 0.000
```
Positions in Å, forces in eV/Å.

Summary:
spin multiplicity = 5
orbital gap (spin up / spin down) = 0.2423 / 0.2218 Eh
net charge = +1
expectation value of S² = 6.0517

=====

# 2
Formula: C4H6N5O
Source: the Open Molecules 2025 dataset
Level of theory: wB97M-V/def2-TZVPD

Geometry as XYZ:
```
16
Properties=species:S:1:pos:R:3:forces:R:3:lowdin_charge:R:1
N 1.1961 -0.8534 0.9612 -2.114 0.422 -1.524 0.169
N 3.8856 -0.7186 -2.9443 -2.215 -0.259 0.327 0.076
C -1.2739 1.4030 -0.2474 3.255 -0.660 -0.813 -0.483
H 0.0770 -1.2832 2.6913 -0.151 -0.252 0.279 0.148
H -3.0242 2.0581 0.3286 -0.101 0.393 -0.016 0.149
N -1.0556 -0.6289 1.0968 0.921 -0.636 -2.179 0.126
N 2.8053 -0.8317 -2.7442 2.386 0.230 -0.493 0.018
H 2.1345 -0.9514 1.2088 1.543 -0.683 1.088 0.161
C -0.0001 -0.9874 1.6619 1.424 -0.900 3.781 -0.124
O -0.6901 2.2079 -0.8791 -0.354 0.763 -0.322 0.168
H 1.7188 -0.3077 -0.9885 -2.074 0.340 1.022 0.123
N -2.3579 1.3123 0.4207 -3.736 -0.943 2.244 0.197
H -1.0808 -0.3564 -1.2038 0.893 -0.349 2.294 0.232
C 0.8685 -0.3831 -0.2165 1.627 0.655 -1.073 0.049
H -2.6659 0.4740 1.0181 1.085 1.787 -1.527 0.172
C -0.5376 -0.1535 -0.1636 -2.389 0.092 -3.090 -0.181
```
Positions in Å, forces in eV/Å.

Summary:
orbital gap (spin up / spin down) = 0.3349 / 0.3349 Eh
energy above the lowest of the compared OMol25 structures with the same formula, charge and spin = 126.2 kJ/mol
net charge = +1

=====

# 3
Formula: C6H9NS
Source: the Open Molecules 2025 dataset
Level of theory: wB97M-V/def2-TZVPD

Geometry as XYZ:
```
17
Properties=species:S:1:pos:R:3:forces:R:3:lowdin_charge:R:1
H 2.0077 -0.6349 -0.2995 -0.102 0.037 -0.458 0.116
C 0.9781 1.2546 0.1426 -0.226 1.030 -0.778 -0.447
C 0.0950 0.4256 1.0455 0.102 -1.277 1.534 -0.246
H -1.9936 0.0102 1.8033 0.794 -0.184 -0.761 0.120
H -1.7275 -2.2604 -0.1941 1.020 0.706 0.505 0.096
H -1.8651 1.3309 0.5849 0.020 -0.163 -0.235 0.065
N -0.9212 -1.8748 0.3451 1.355 -1.520 -0.926 0.061
H -0.0808 -2.4856 0.1654 -1.331 0.726 0.180 0.096
C 1.5387 0.2017 -0.8503 -0.535 -0.603 1.471 -0.201
H -0.2402 -0.4645 -2.1921 0.035 -0.184 0.149 0.103
C -0.6211 -0.4985 0.0614 -0.335 0.054 0.556 -0.491
H 1.5713 2.0633 0.5561 0.202 -0.264 0.262 0.104
H 2.1790 0.6088 -1.6090 0.164 0.132 -0.382 0.089
H 0.5746 0.0600 1.9715 -0.345 0.017 -0.628 0.149
S -0.1345 1.8313 -1.2308 -0.078 0.319 -0.100 0.904
C 0.0473 0.0128 -1.2566 -0.375 -0.320 -0.485 -0.434
C -1.4076 0.4195 0.9566 -0.366 1.494 0.095 -0.085
```
Positions in Å, forces in eV/Å.

Summary:
orbital gap = 0.3390 Eh
energy above the lowest of the compared OMol25 structures with the same formula, charge and spin = 211.7 kJ/mol
net charge = 0

=====

# 4
Formula: C2H10NO2
Source: the Open Molecules 2025 dataset
Level of theory: wB97M-V/def2-TZVPD

Geometry as XYZ:
```
15
Properties=species:S:1:pos:R:3:forces:R:3:lowdin_charge:R:1
O 1.5780 -2.2503 -0.2710 -0.310 0.709 -0.077 -0.049
H -1.1638 -1.5729 -1.5980 0.174 0.204 -0.200 0.085
H -0.7281 1.8041 2.9022 -0.028 -0.101 0.018 0.059
O -0.0209 1.7159 2.2547 0.159 0.045 -0.384 -0.049
H -2.6883 -0.9287 -0.8576 -0.239 0.317 -0.010 0.086
H 0.5136 2.5090 2.3707 -0.008 0.011 0.122 0.054
C -1.6562 -0.7456 -1.1001 0.575 -0.897 -0.157 0.089
N 0.3877 0.6679 -0.7470 -0.143 -1.431 -0.652 0.200
C -1.0500 0.3272 -0.6666 -0.365 1.003 1.449 -0.156
H -1.4967 1.0567 0.0011 -0.354 -0.036 -0.369 0.114
H 0.5039 1.4653 -1.3827 0.396 -0.081 0.473 0.183
H 2.3085 -2.7487 -0.6520 0.078 -0.007 0.181 0.059
H 0.7407 0.8035 0.2032 -0.191 0.805 0.140 0.137
H 0.9251 -0.1472 -1.0661 0.073 -0.106 -0.408 0.136
H 1.8463 -1.9561 0.6092 0.183 -0.435 -0.125 0.053
```
Positions in Å, forces in eV/Å.

Summary:
orbital gap = 0.4387 Eh
energy above the lowest of the compared OMol25 structures with the same formula, charge and spin = 80.4 kJ/mol
net charge = +1

=====

| no. | E_tot (a.u.) |
| --- | --- |
| 1 | -5028.74359 |
| 2 | -504.77714 |
| 3 | -686.88220 |
| 4 | -287.16569 |